Record 1
Computed, not measured: 2 unconnected molecules or ions with the total composition C32H31N2, with wB97M-V/def2-TZVPD.

Geometry as XYZ:
```
65
Properties=species:S:1:pos:R:3:forces:R:3:mulliken_charge:R:1
C 2.45064 4.15174 -4.76363 -0.0257 -0.0060 -0.1052 -0.37
C 3.59688 3.80819 -4.07119 0.2042 0.0452 -0.1320 -0.71
C 3.51077 3.29640 -2.79806 -0.1943 -0.2999 0.4629 -0.38
C 2.26500 3.15109 -2.17121 0.0497 0.1879 0.0169 -0.07
C 2.14640 2.61561 -0.80879 0.1207 -0.2890 0.3617 0.32
C 2.86689 1.45191 -0.47450 -0.3394 0.7631 -0.7370 -0.92
C 2.93376 0.89865 0.76964 0.0968 -0.3925 0.2833 0.07
C 3.64671 -0.30260 1.08917 0.0338 -0.1434 0.0010 0.72
C 3.55946 -0.83815 2.38180 -0.1247 0.2376 -0.1007 -0.37
C 4.20106 -2.01148 2.70261 -0.0427 -0.1389 0.3470 -0.70
C 4.95340 -2.67837 1.75304 -0.0150 -0.0303 0.0638 -0.35
C 5.05695 -2.16512 0.47220 0.0993 -0.0061 -0.3044 -0.82
C 4.41558 -0.99591 0.14147 -0.0745 0.0773 -0.0911 -0.41
C 1.28391 3.30281 0.16356 -0.2264 0.0536 -0.1410 0.04
C 0.32609 2.61567 0.92347 0.4458 -0.2796 -0.3710 -0.38
C -0.46480 3.29057 1.82220 -0.2166 0.0716 0.2275 -0.82
C -0.31494 4.65398 2.00076 -0.0326 -0.0251 0.1057 -0.38
C 0.61951 5.35063 1.25664 0.0120 0.2200 0.1271 -0.76
C 1.39706 4.69142 0.33644 0.2340 -0.3415 -0.5500 -0.25
C 1.11606 3.51749 -2.88552 0.0452 -0.0661 0.6540 -0.16
C 1.21205 3.99384 -4.17078 -0.1652 -0.0120 -0.2242 -0.72
H 2.52086 4.52978 -5.77040 0.0216 0.0754 -0.1267 0.41
H 4.56149 3.93606 -4.53206 0.1694 0.0255 -0.0559 0.41
H 4.40246 3.03641 -2.25449 0.2448 -0.0552 0.0897 0.49
H 3.38645 0.96824 -1.28108 0.1114 -0.0351 -0.2390 0.70
H 2.40422 1.37963 1.57339 -0.0499 0.1502 0.2888 0.61
H 2.96612 -0.32666 3.12001 -0.1274 0.1126 0.1865 0.41
H 4.10930 -2.42021 3.69628 -0.0024 -0.0070 0.1174 0.40
H 5.45611 -3.59891 2.00461 0.0396 -0.0971 0.0546 0.41
H 5.63258 -2.68949 -0.27344 0.0886 -0.0336 -0.0811 0.41
H 4.50577 -0.61819 -0.86132 0.0540 0.0369 -0.1910 0.36
H 0.18475 1.55979 0.76130 -0.0944 -0.3217 -0.0255 1.04
H -1.20761 2.75344 2.38799 -0.1201 -0.1090 0.0598 0.49
H -0.92331 5.17467 2.72141 -0.1243 0.0765 0.0876 0.42
H 0.74025 6.41214 1.39936 0.0222 0.1328 -0.0074 0.42
H 2.12243 5.23147 -0.24968 0.1169 0.1341 -0.1041 0.51
H 0.15329 3.38151 -2.42269 -0.2218 0.0474 0.0824 0.50
H 0.31631 4.22817 -4.72114 -0.1355 0.0805 -0.0585 0.42
C -3.85175 -3.86760 -1.98900 0.1793 -0.1149 0.1323 -0.82
C -2.80962 -2.74130 -2.07954 -0.1767 -0.0631 -0.3935 -0.78
C -2.33716 -2.26638 -0.73566 -0.0297 -0.1375 -0.2210 0.93
C -3.07357 -2.53455 0.41970 -1.6503 -0.6127 -0.0993 0.89
N -4.30870 -3.20676 0.36276 0.9465 -0.4110 0.1239 0.06
C -4.91711 -3.54723 -0.93916 0.3367 0.5141 0.4094 -0.63
C -5.15019 -3.33110 1.57000 0.4143 0.4431 -0.4215 -0.61
C -4.30022 -3.45215 2.83601 0.1955 -0.1338 -0.0719 -0.83
C -3.27475 -2.31069 2.92343 -0.2513 0.0008 0.3591 -0.75
C -2.55691 -2.06378 1.62820 -0.0799 -0.1001 0.2475 0.85
C -1.38867 -1.32937 1.59799 -0.2660 -0.1553 0.3255 -1.40
N -0.69521 -1.03068 0.51263 0.4576 0.3694 0.0130 -0.45
C -1.18315 -1.51828 -0.61591 -0.1778 -0.1981 -0.3618 -1.42
H -4.31764 -4.04835 -2.96851 0.0491 0.1778 0.3004 0.37
H -3.35465 -4.80745 -1.71840 -0.0415 0.1502 0.0776 0.30
H -1.94652 -3.06711 -2.67278 -0.1637 0.0007 0.0659 0.42
H -3.23921 -1.88870 -2.61762 -0.0598 -0.0701 -0.0188 0.28
H -5.51471 -2.68654 -1.25791 -0.1081 -0.0006 -0.2301 0.28
H -5.61233 -4.38479 -0.80747 0.2468 0.0931 0.0899 0.41
H -5.78205 -2.43814 1.62343 -0.1504 0.0363 0.2040 0.27
H -5.82286 -4.18954 1.45725 0.2598 0.0800 -0.0567 0.41
H -4.94021 -3.47117 3.72995 0.1045 0.1231 -0.3121 0.37
H -3.77685 -4.41629 2.82443 -0.0245 0.1339 -0.1086 0.30
H -3.78194 -1.38578 3.22058 -0.0671 -0.0687 0.0228 0.28
H -2.54002 -2.51707 3.71124 -0.1508 -0.0147 -0.0912 0.42
H -1.00447 -0.94563 2.52919 0.1375 0.0862 0.3368 0.43
H -0.62943 -1.28981 -1.51224 0.1928 0.0326 -0.2937 0.43
```
Positions in Å, forces in eV/Å.

Computed properties:
* total charge: +1
* Kohn-Sham gap: 4.6 eV

***

Record 2
Computed, not measured: a molecular structure, C32H32BF8N5O2PS2Ti, with wB97M-V/def2-TZVPD.

Geometry as XYZ:
```
84
Properties=species:S:1:pos:R:3:forces:R:3:mulliken_charge:R:1
Ti -0.20339 -0.15376 -0.37224 0.3041 -0.0779 0.3614 -0.41
C -0.42833 1.26428 -3.19716 -0.0173 -0.0051 -0.0016 -0.92
N -0.46409 1.55837 -1.74804 -0.0970 0.0085 -0.0835 0.95
C 0.53327 2.60636 -1.41611 -0.0080 -0.0024 0.0024 -0.67
C -1.82332 2.08040 -1.45191 0.0000 0.0087 0.0068 -0.66
C -1.96551 2.23815 0.03635 0.0088 0.0171 -0.0165 -1.16
N -1.28197 1.09867 0.64212 -0.0840 -0.0576 0.0575 1.34
C -1.39226 0.99181 2.03895 -0.0092 0.0411 0.0076 -0.46
C -1.26114 -0.27425 2.58745 0.0077 -0.0012 -0.0180 -0.12
F -1.02213 -1.26126 1.69242 -0.0903 -0.0033 0.0818 0.60
C -1.35657 -0.55030 3.93027 0.0027 0.0050 -0.0026 -0.32
F -1.22101 -1.80274 4.35247 0.0026 0.0042 0.0047 -0.27
C -1.59204 0.48028 4.81901 -0.0013 -0.0042 0.0024 -0.59
C -1.72123 1.75416 4.30670 0.0013 -0.0046 -0.0035 0.25
F -1.93138 2.78070 5.13055 -0.0017 0.0017 0.0025 -0.32
C -1.62201 2.02339 2.95010 0.0490 -0.0031 0.0034 0.76
F -1.71857 3.30077 2.55692 -0.0103 0.0004 0.0009 -0.36
H -0.81195 2.12479 -3.75178 0.0041 0.0027 0.0003 0.45
H -1.03764 0.38889 -3.41346 -0.0018 0.0055 -0.0014 0.28
H 0.58444 1.07237 -3.52446 -0.0007 -0.0120 0.0000 0.06
H 0.36175 3.48477 -2.04427 -0.0025 0.0051 0.0046 0.41
H 1.53500 2.23273 -1.59202 0.0023 -0.0038 -0.0039 -0.16
H 0.45215 2.88372 -0.36933 0.0007 -0.0042 -0.0062 0.18
H -2.54102 1.36505 -1.84334 0.0032 -0.0115 0.0131 0.01
H -1.96834 3.02846 -1.97777 -0.0069 -0.0012 -0.0006 0.47
H -3.02133 2.25101 0.31880 0.0017 0.0085 0.0035 0.58
H -1.53500 3.18247 0.36680 0.0097 -0.0057 -0.0011 0.54
H -1.65911 0.29848 5.88170 -0.0011 0.0023 0.0004 0.54
N 2.75163 -7.60506 -3.04683 -0.0001 -0.0028 0.0216 -0.54
C 2.21319 -6.71062 -2.15308 -0.0017 -0.0074 -0.0111 1.15
C 0.83006 -6.67873 -1.92426 -0.0026 0.0009 0.0040 -1.07
C 0.28706 -5.75308 -1.06000 -0.0051 -0.0119 -0.0039 -0.35
C 1.10960 -4.82237 -0.42763 -0.0195 -0.0091 0.0174 -1.07
C 2.48457 -4.86089 -0.62329 0.0172 0.0214 0.0011 -0.08
C 3.02993 -5.79658 -1.47736 0.0125 0.0068 0.0004 -0.81
S 0.40277 -3.62378 0.63009 0.0112 -0.0104 0.0458 1.57
O 1.41628 -3.06313 1.46427 0.0294 0.0274 -0.0282 -0.73
O -0.79510 -4.19358 1.18174 -0.0100 -0.0042 -0.0062 -0.75
N -0.07963 -2.38133 -0.38655 0.0508 0.1436 0.0227 -0.59
C -1.32289 -2.38185 -0.88265 0.0009 0.1195 -0.1173 0.52
S -2.56128 -3.57325 -0.96757 0.0124 -0.0433 0.0356 -0.06
C -3.58407 -2.42969 -1.77715 0.0260 0.0098 0.0116 -0.62
C -2.98712 -1.23417 -1.88332 -0.0618 -0.0479 -0.0304 -0.81
N -1.69732 -1.19228 -1.37997 -0.0530 -0.0817 -0.2824 0.52
H 2.20023 -8.41222 -3.28415 -0.0017 0.0042 -0.0061 0.22
H 3.73878 -7.78668 -2.98073 -0.0004 0.0024 -0.0054 0.22
H 0.18968 -7.40563 -2.40890 0.0031 -0.0018 -0.0009 0.38
H -0.77246 -5.77629 -0.84765 -0.0061 0.0215 -0.0020 0.63
H 3.12100 -4.16882 -0.08918 0.0065 0.0129 -0.0036 0.83
H 4.10267 -5.82914 -1.62265 0.0009 0.0011 0.0002 0.33
H -4.57320 -2.70351 -2.10276 -0.0008 -0.0021 0.0019 0.51
H -3.43451 -0.36448 -2.33593 0.0256 0.0129 -0.0003 0.37
C 3.04191 0.67899 -2.71037 0.0319 -0.0264 -0.0095 -1.86
P 1.97858 -0.68402 -2.08383 -0.0608 0.0032 -0.0375 1.47
C 3.32912 -1.67139 -1.35866 -0.0158 0.0042 0.0066 1.27
C 3.69663 -1.50509 -0.02681 -0.0314 -0.0509 0.0182 -0.48
C 4.84653 -2.11498 0.45663 -0.0063 -0.0130 -0.0018 -0.78
C 5.63948 -2.87871 -0.38618 -0.0022 -0.0020 0.0037 -0.72
C 5.27919 -3.04130 -1.71814 -0.0027 -0.0085 -0.0006 -0.76
C 4.12813 -2.44420 -2.20368 0.0013 0.0009 -0.0025 -0.80
C 1.51045 -1.60423 -3.58280 -0.0297 0.0045 0.0168 0.08
C 1.00063 -2.89635 -3.44250 -0.0104 0.0073 -0.0446 0.77
C 0.62789 -3.62738 -4.55864 -0.0011 0.0016 0.0038 -0.97
C 0.75181 -3.07635 -5.82746 -0.0032 0.0008 -0.0052 -0.80
C 1.26142 -1.79577 -5.97627 -0.0008 0.0008 0.0013 -0.83
C 1.64382 -1.06385 -4.85969 -0.0047 0.0142 0.0058 -0.70
H 3.84914 0.23686 -3.29490 -0.0025 -0.0044 -0.0040 0.54
H 3.48615 1.16800 -1.84183 0.0058 0.0007 -0.0043 0.44
H 2.53459 1.42542 -3.31725 0.0053 0.0054 0.0065 0.58
H 3.08654 -0.92011 0.64202 0.0105 -0.0135 -0.0025 0.13
H 5.11701 -1.99090 1.49660 -0.0001 0.0027 0.0013 0.50
H 6.53879 -3.34651 -0.00725 -0.0003 -0.0015 0.0009 0.40
H 5.89651 -3.63320 -2.38175 0.0002 -0.0002 0.0005 0.51
H 3.85350 -2.58303 -3.24215 0.0033 0.0028 0.0011 0.38
H 0.92297 -3.34559 -2.46248 0.0079 -0.0053 0.0120 -0.01
H 0.24943 -4.63367 -4.43242 0.0012 -0.0008 -0.0013 0.54
H 0.46175 -3.64789 -6.69911 0.0001 -0.0006 -0.0001 0.42
H 1.37372 -1.36614 -6.96293 0.0013 0.0007 0.0000 0.45
H 2.05967 -0.07399 -5.00156 0.0052 -0.0051 -0.0078 0.37
F 3.28313 1.44432 1.69179 0.0278 0.0398 0.0441 -0.17
B 2.10431 1.57961 2.26914 -0.0876 -0.1020 -0.1083 0.35
F 1.18052 0.02908 0.77310 -0.0103 -0.0207 -0.0477 0.19
F 1.28393 2.53348 1.84207 0.0390 0.0469 0.0402 -0.15
F 1.78006 0.86714 3.32498 0.0291 0.0438 0.0359 -0.17
```
Positions in Å, forces in eV/Å.

Computed properties:
* total charge: +1
* Kohn-Sham gap: 7.0 eV

***

Record 3
Computed, not measured: a molecular structure, C32H32BrClMnN5O2, with wB97M-V/def2-TZVPD.

Geometry as XYZ:
```
74
Properties=species:S:1:pos:R:3:forces:R:3:mulliken_spin:R:1
Mn -0.06395 -0.34094 -0.10516 -0.1893 0.2312 0.3891 1.05
Br -4.89260 5.14903 0.35785 -0.0387 -0.0060 -0.0016 0.00
C -3.86246 3.60566 0.01957 -0.2584 -0.0459 -0.1458 0.00
C -4.37346 2.58641 -0.79741 -0.2714 0.0233 -0.0491 0.00
C -3.64161 1.45862 -1.06244 -0.1407 -0.0137 -0.1071 0.00
C -2.35559 1.29335 -0.52546 0.3411 -0.4513 -0.1956 -0.01
O -1.67161 0.20424 -0.81328 -0.6285 0.1535 -0.2075 0.02
C -1.84758 2.31735 0.29360 0.4035 0.4471 0.5460 0.02
C -0.53814 2.28692 0.89420 -1.3579 1.5375 0.1366 -0.02
N 0.31504 1.36635 0.76337 1.9999 -1.7776 -0.0387 -0.03
C 1.61458 1.40342 1.39227 -0.8684 -0.5977 -0.7087 0.02
C 2.12961 2.39803 2.13693 0.5356 0.9662 0.7319 0.00
C 3.43141 2.28607 2.70419 -0.5168 0.4698 -0.0189 0.00
C 4.18650 1.18040 2.50577 0.1982 -0.4150 -0.1254 0.00
C 3.67196 0.11660 1.71831 0.1257 0.1377 0.1501 -0.01
C 4.38008 -1.07877 1.45978 0.3964 0.2232 0.2734 0.01
C 3.81579 -2.04639 0.70107 -0.4440 -0.2917 -0.3725 -0.01
C 2.51464 -1.83519 0.18412 0.6805 -0.6202 -0.0499 0.01
N 1.82697 -0.75214 0.39738 0.1897 0.5720 0.4577 -0.02
C 2.39249 0.24172 1.16897 -0.2392 -0.2157 -0.2725 0.00
C -2.62285 3.47275 0.55682 0.3297 -0.0228 0.1401 -0.01
H -5.36522 2.69412 -1.21890 0.0347 0.0151 0.0011 0.00
H -4.03179 0.67640 -1.70293 0.0121 0.0557 0.0384 0.00
H -0.28404 3.15307 1.50719 -0.0988 0.0186 -0.0848 0.00
H 1.56171 3.30559 2.31420 0.1273 -0.0751 0.0323 0.00
H 3.81751 3.10354 3.30118 -0.0791 -0.0286 -0.0540 0.00
H 5.17839 1.10013 2.93728 -0.0846 -0.0427 -0.0551 0.00
H 5.37658 -1.20976 1.87181 -0.1091 0.0433 -0.0188 0.00
H 4.33236 -2.97077 0.48923 -0.0363 -0.0151 -0.0405 0.00
H 2.04190 -2.59219 -0.42405 -0.0388 -0.1543 -0.0404 -0.01
H -2.21744 4.26136 1.18507 -0.0111 -0.1340 -0.0651 0.00
C -4.26661 -6.18834 2.63096 0.0025 -0.0499 0.0344 0.00
C -3.70613 -4.77435 2.39966 -0.0304 -0.0895 -0.0309 0.00
C -2.21861 -4.93226 2.04445 0.1600 0.0004 -0.1534 0.00
C -4.41108 -4.16403 1.18076 -0.0028 0.0399 -0.1227 0.00
C -3.88078 -3.89745 3.68489 0.1859 -0.1005 0.0692 0.00
O -2.87260 -4.23270 4.64904 -0.1068 -0.0004 -0.1596 0.00
C -5.22207 -4.06747 4.44374 -0.0715 -0.0700 0.0153 0.00
C -6.59891 -3.71278 3.85542 0.1092 0.1245 -0.0817 0.00
C -6.83741 -2.23589 3.61371 -0.0042 -0.1106 0.0078 0.00
C -7.23211 -1.75043 2.37238 -0.0016 0.0824 -0.0850 0.00
C -7.44536 -0.38971 2.16153 -0.0104 -0.1779 -0.1058 0.00
C -7.26434 0.49108 3.21027 -0.0482 0.1788 -0.0241 0.00
Cl -7.53571 2.19293 2.96862 0.0532 -0.1075 -0.0295 0.00
C -6.89197 0.03470 4.46327 0.0482 -0.0851 0.1569 0.00
C -6.68554 -1.32319 4.65505 0.0548 0.0801 0.1613 0.00
C -3.66629 -2.40479 3.44214 0.3473 0.3286 -0.1476 0.00
N -2.36530 -2.00722 2.86281 -0.2064 -0.2790 0.5724 0.00
C -2.12539 -1.59594 1.62369 -0.3353 0.0390 0.2987 0.00
N -0.83338 -1.35092 1.48947 0.2842 0.2520 -0.2811 -0.04
C -0.32320 -1.61646 2.72604 0.2795 -0.2957 0.1834 0.01
N -1.20928 -2.03743 3.59222 -0.4577 0.3249 -0.7251 0.00
H -4.03491 -6.81569 1.76534 -0.0202 0.0680 0.0821 0.00
H -5.35148 -6.19931 2.75984 0.0710 0.0465 -0.0074 0.00
H -3.81775 -6.67907 3.50455 -0.0422 0.1010 -0.1146 0.00
H -2.12911 -5.64248 1.21618 -0.0129 0.0700 0.0680 0.00
H -1.63345 -5.30847 2.88231 -0.0444 -0.0042 -0.0332 0.00
H -1.76038 -3.99399 1.71553 -0.0582 -0.2840 0.0448 0.00
H -4.30074 -4.83763 0.32542 -0.0074 0.0483 0.0804 0.00
H -3.97586 -3.20226 0.88477 -0.1300 -0.2823 0.0487 0.00
H -5.47788 -4.01024 1.33514 -0.0147 0.0043 0.0448 0.00
H -3.00714 -5.14433 4.93240 -0.0190 0.0122 0.0086 0.00
H -5.08868 -3.51181 5.37577 -0.0031 0.0054 -0.0357 0.00
H -5.26157 -5.11630 4.74309 0.0081 -0.0318 0.0367 0.00
H -7.33623 -4.06122 4.58396 0.0141 0.0064 0.0134 0.00
H -6.80613 -4.27911 2.94730 0.0437 0.0296 -0.0496 0.00
H -7.39358 -2.44123 1.55063 0.0245 0.0341 0.0358 0.00
H -7.76486 -0.01935 1.19465 0.0324 -0.0407 0.0617 0.00
H -6.77894 0.73686 5.28079 -0.0032 -0.0625 -0.0553 0.00
H -6.40488 -1.67547 5.64582 -0.0484 0.0587 -0.1318 0.00
H -3.74688 -1.90255 4.40218 0.0449 0.1049 0.0235 0.00
H -4.42378 -2.00025 2.77664 -0.0617 0.0094 0.0276 0.00
H -2.88143 -1.46275 0.86297 0.1538 0.0326 0.0895 -0.01
H 0.72465 -1.51126 2.97308 -0.1398 0.0026 -0.0357 0.00
```
Positions in Å, forces in eV/Å.

Computed properties:
* multiplicity: 2
* total charge: +1
* Kohn-Sham gap (alpha / beta): 7.1 / 7.1 eV

***

ΔE to the lowest compared entry with this formula, charge and spin / eV: 0.000; 0.565; 0.000
E / a.u.: -1347.2771; -4473.9588; -5847.9070
F_max / eV/Å: 1.76; 0.48; 2.68